No. 1
Entry from the OMol25 dataset: 2 unconnected molecules or ions with the total composition C4H15N2O at a distorted geometry (ωB97M-V/def2-TZVPD).

```
! RIJCOSX wB97M-V def2-TZVPD def2/J DEFGRID3
* xyz 0 2
C 1.68 0.04 -0.70
N 1.81 -0.76 0.48
C 1.46 -0.11 1.77
C 0.30 0.67 -0.77
N -0.69 -0.50 -0.65
C -1.52 -0.78 -1.83
H 1.97 -0.62 -1.54
H 2.40 0.89 -0.90
H 2.71 -1.18 0.65
H 1.84 0.92 1.80
H 1.95 -0.57 2.63
H 0.38 -0.17 1.98
H 0.17 1.19 -1.72
H -0.06 1.44 -0.08
H -0.09 -1.27 -0.29
H -1.33 -0.15 0.09
H -0.96 -0.78 -2.75
H -2.35 -0.08 -1.92
H -1.98 -1.75 -1.64
H -2.90 0.78 2.39
H -2.38 1.88 1.45
O -2.39 0.91 1.57
*
```

Results
Energy relative to the best compared isomer or geometry (same formula, charge and spin), kcal per mole: 55.2
LUMO (spin up / spin down), eV: 0.67 / 0.50
HOMO-LUMO gap (spin up / spin down), eV: 3.197 / 10.361

natural (NBO) atomic charge list, values in e, 4 entries: -0.25 -0.66 -0.46 -0.37

No. 2
Entry from the OMol25 dataset: 2 unconnected molecules or ions with the total composition C12H16N2O at a distorted geometry (ωB97M-V/def2-TZVPD).

```
! RIJCOSX wB97M-V def2-TZVPD def2/J DEFGRID3
* xyz 1 2
C 3.15 0.54 1.31
C 1.55 -0.29 -0.53
C 2.10 -0.36 0.77
C 0.64 -1.35 -0.68
C 1.40 -1.42 1.39
C 1.59 0.69 -1.55
C -0.03 -1.63 -1.83
C 0.93 0.43 -2.74
C 0.17 -0.73 -2.90
N 0.56 -2.02 0.57
H 2.05 1.66 -1.42
H 3.45 1.24 0.55
H 4.04 -0.08 1.47
H 1.42 -1.70 2.44
H 0.27 -2.98 0.66
H -0.71 -2.47 -1.89
H 0.99 1.15 -3.54
H -0.25 -0.97 -3.86
H 2.89 0.92 2.28
C -2.11 1.13 0.13
C -3.23 0.12 -0.20
C -2.01 1.35 1.62
O -2.85 1.98 2.22
N -0.95 0.76 2.27
H -1.18 0.72 -0.28
H -2.29 2.07 -0.37
H -2.89 -0.89 -0.43
H -3.82 0.48 -1.04
H -0.83 1.08 3.22
H -0.14 0.59 1.70
H -3.90 -0.01 0.65
*
```

Results
Energy relative to the best compared isomer or geometry (same formula, charge and spin), kcal per mole: 9.7
LUMO (spin up / spin down), eV: -4.00 / -7.25
HOMO-LUMO gap (spin up / spin down), eV: 8.393 / 5.142

natural (NBO) atomic charge list, values in e, 4 entries: -0.66 -0.15 0.10 0.16

No. 3
Entry from the OMol25 dataset: a molecular structure, C63H65BGeN6O3ScTe (ωB97M-V/def2-TZVPD).

```
! RIJCOSX wB97M-V def2-TZVPD def2/J DEFGRID3
* xyz -2 2
Sc 0.97 0.25 -0.37
C 4.23 2.89 1.42
C 5.47 2.26 1.21
C 5.48 1.02 0.66
C 4.26 0.37 0.27
N 3.09 1.06 0.32
C 3.11 2.25 0.96
N 4.39 -0.92 -0.05
C 3.46 -1.74 -0.54
N 2.23 -1.47 -1.11
C 1.74 -2.64 -1.63
N 0.69 -2.84 -2.42
C -0.12 -1.87 -2.87
C -0.97 -2.23 -3.95
C -1.81 -1.31 -4.52
C -1.84 -0.01 -3.99
C -1.02 0.27 -2.93
N -0.16 -0.61 -2.36
C 2.64 -3.72 -1.31
C 2.60 -5.09 -1.58
C 3.66 -5.87 -1.15
C 4.76 -5.29 -0.47
C 4.80 -3.93 -0.22
C 3.73 -3.15 -0.64
H 4.13 3.84 1.92
H 6.40 2.74 1.51
H 6.39 0.45 0.51
H 2.15 2.70 1.14
H -0.89 -3.24 -4.31
H -2.44 -1.59 -5.36
H -2.48 0.76 -4.40
H -1.02 1.26 -2.51
H 1.76 -5.52 -2.11
H 3.65 -6.94 -1.34
H 5.57 -5.93 -0.15
H 5.64 -3.48 0.30
C -2.89 2.47 -0.16
C -1.48 1.94 -0.29
O -0.75 2.84 -1.07
N -1.02 0.88 0.18
Te -2.46 -0.16 2.31
C -3.88 -0.97 3.78
C -4.68 -0.12 4.55
C -4.66 1.39 4.45
C -5.59 -0.66 5.47
C -5.71 -2.03 5.66
C -6.69 -2.60 6.65
C -4.89 -2.86 4.90
C -3.98 -2.36 3.99
C -3.11 -3.33 3.24
C -3.42 -1.13 0.69
C -4.74 -0.82 0.34
C -5.61 0.10 1.16
C -5.29 -1.40 -0.80
C -4.58 -2.27 -1.60
C -5.16 -2.84 -2.87
C -3.28 -2.60 -1.21
C -2.69 -2.06 -0.08
C -1.29 -2.48 0.27
H -3.10 3.25 -0.90
H -3.04 2.89 0.84
H -3.60 1.65 -0.29
H -3.86 1.74 3.81
H -4.53 1.83 5.44
H -5.60 1.76 4.05
H -6.21 0.01 6.06
H -7.33 -1.82 7.06
H -6.16 -3.08 7.49
H -7.32 -3.36 6.19
H -4.96 -3.94 5.04
H -3.23 -4.34 3.64
H -2.06 -3.05 3.30
H -3.37 -3.35 2.18
H -5.04 0.94 1.55
H -6.04 -0.43 2.01
H -6.43 0.48 0.55
H -6.31 -1.13 -1.08
H -6.20 -2.57 -2.98
H -5.09 -3.93 -2.88
H -4.60 -2.47 -3.73
H -2.70 -3.30 -1.81
H -0.99 -3.35 -0.31
H -1.16 -2.68 1.33
H -0.60 -1.67 0.03
C 0.75 -0.56 5.00
C 1.97 -0.83 4.14
C 3.24 -0.50 4.90
O 1.88 0.01 2.98
B 1.28 -0.69 1.92
O 1.15 -2.03 2.33
C 1.94 -2.25 3.50
C 1.29 -3.32 4.36
C 3.32 -2.71 3.04
H 0.71 0.51 5.23
H 0.78 -1.11 5.95
H -0.16 -0.83 4.47
H 3.16 0.52 5.30
H 4.11 -0.53 4.24
H 3.39 -1.19 5.73
H 0.25 -3.07 4.57
H 1.82 -3.44 5.31
H 1.31 -4.27 3.82
H 3.81 -1.94 2.44
H 3.19 -3.59 2.40
H 3.96 -2.98 3.88
C 0.66 2.47 -1.13
Ge 1.41 3.21 -2.75
C 3.10 2.30 -3.18
C 3.13 0.91 -3.18
C 4.32 0.22 -3.35
C 5.50 0.92 -3.54
C 5.48 2.31 -3.58
C 4.29 2.99 -3.39
C 1.91 5.13 -2.59
C 1.58 6.09 -3.55
C 1.95 7.42 -3.39
C 2.67 7.82 -2.27
C 3.01 6.87 -1.31
C 2.62 5.55 -1.47
C 0.22 3.15 -4.31
C -1.05 3.70 -4.24
C -1.91 3.68 -5.34
C -1.49 3.10 -6.53
C -0.23 2.53 -6.61
C 0.62 2.56 -5.51
H 1.15 3.06 -0.35
H 2.22 0.34 -3.02
H 4.32 -0.86 -3.28
H 6.44 0.38 -3.65
H 6.41 2.86 -3.72
H 4.30 4.08 -3.39
H 1.02 5.79 -4.43
H 1.69 8.15 -4.15
H 2.96 8.85 -2.15
H 3.57 7.17 -0.43
H 2.89 4.82 -0.71
H -1.39 4.14 -3.30
H -2.90 4.12 -5.26
H -2.16 3.07 -7.38
H 0.09 2.06 -7.53
H 1.61 2.11 -5.59
*
```

Results
Energy relative to the best compared isomer or geometry (same formula, charge and spin), kcal per mole: 0.0
LUMO (spin up / spin down), eV: 3.66 / 3.66
HOMO-LUMO gap (spin up / spin down), eV: 3.860 / 5.557

Löwdin atomic charge list, values in e, 4 entries: 0.86 -0.10 -0.11 -0.03

No. 4
Entry from the OMol25 dataset: a molecular structure, C63H58N8O2RbS2Sb (ωB97M-V/def2-TZVPD).

```
! RIJCOSX wB97M-V def2-TZVPD def2/J DEFGRID3
* xyz 0 1
Rb -0.96 -0.07 -0.65
C -0.45 -5.92 -5.70
C -0.86 -4.87 -4.70
C -1.68 -3.83 -5.01
C -2.13 -2.89 -4.03
C -2.66 -1.68 -4.51
N -3.40 -0.78 -3.91
C -4.35 -0.94 -2.81
C -4.12 0.11 -1.74
C -5.28 0.30 -0.78
N -5.94 -0.94 -0.34
C -5.93 -1.60 0.81
C -5.10 -1.64 1.92
C -5.59 -2.42 3.02
C -4.86 -2.69 4.12
C -5.41 -3.45 5.30
C -3.49 -2.27 4.11
C -2.92 -1.58 3.09
C -1.46 -1.43 3.11
N -0.74 -1.16 2.11
C 0.70 -1.31 2.28
C 1.16 -2.71 1.82
C 1.60 -2.84 0.36
N 0.49 -2.82 -0.58
C 0.30 -3.87 -1.27
C -0.62 -3.96 -2.42
C -0.31 -4.88 -3.38
C -1.70 -3.00 -2.64
O -2.13 -2.28 -1.73
C -3.74 -1.08 1.97
O -3.30 -0.27 1.16
H -0.89 -5.71 -6.68
H -0.77 -6.91 -5.39
H 0.64 -5.95 -5.82
H -2.02 -3.71 -6.03
H -2.39 -1.41 -5.52
H -3.42 0.13 -4.35
H -4.24 -1.94 -2.40
H -5.35 -0.84 -3.25
H -3.93 1.07 -2.21
H -3.25 -0.18 -1.18
H -6.06 0.90 -1.25
H -4.92 0.83 0.10
H -6.64 -1.28 -0.99
H -6.77 -2.29 0.87
H -6.61 -2.79 2.96
H -6.38 -3.88 5.07
H -5.53 -2.81 6.17
H -4.74 -4.27 5.59
H -2.86 -2.57 4.94
H -0.99 -1.67 4.08
H 0.99 -1.18 3.33
H 1.22 -0.54 1.69
H 0.34 -3.42 2.01
H 1.99 -3.02 2.45
H 2.19 -3.77 0.26
H 2.26 -2.00 0.12
H 0.94 -4.75 -1.12
H 0.47 -5.61 -3.16
C -4.13 3.49 1.15
C -2.94 2.77 0.90
N -2.40 2.67 -0.29
C -3.02 3.26 -1.35
C -4.22 4.00 -1.20
C -4.76 4.09 0.10
C -4.83 4.61 -2.32
C -4.23 4.48 -3.55
C -3.05 3.75 -3.72
C -2.41 3.10 -2.66
N -1.35 2.26 -2.78
C -0.35 2.48 -3.66
C 0.06 3.74 -4.10
C 1.20 3.92 -4.90
C 1.98 2.87 -5.30
C 1.60 1.56 -4.91
C 2.35 0.43 -5.28
C 1.95 -0.82 -4.89
C 0.78 -0.93 -4.11
N 0.05 0.09 -3.74
C 0.45 1.35 -4.11
H -4.53 3.54 2.15
H -2.43 2.26 1.71
H -5.68 4.65 0.25
H -5.74 5.18 -2.20
H -4.69 4.95 -4.42
H -2.61 3.66 -4.71
H -0.51 4.61 -3.79
H 1.48 4.93 -5.19
H 2.86 3.01 -5.91
H 3.25 0.56 -5.88
H 2.51 -1.70 -5.15
H 0.45 -1.91 -3.79
S 0.31 4.87 0.22
C 0.08 4.42 1.86
C 0.31 3.09 2.00
N 0.66 2.42 0.85
C 0.69 3.24 -0.16
H -0.21 5.14 2.61
H 0.24 2.54 2.93
H 0.91 2.95 -1.18
S 3.81 0.56 -0.29
Sb 4.50 0.65 1.83
C 3.49 1.81 3.28
C 3.66 3.19 3.24
C 3.07 3.99 4.21
C 2.29 3.41 5.21
C 2.10 2.04 5.24
C 2.70 1.23 4.27
C 6.46 1.43 2.02
C 7.30 1.37 0.91
C 8.61 1.84 1.02
C 9.07 2.36 2.22
C 8.22 2.42 3.32
C 6.92 1.96 3.22
C 4.72 -1.27 2.69
C 4.74 -2.36 1.82
C 4.97 -3.64 2.32
C 5.17 -3.83 3.68
C 5.16 -2.74 4.54
C 4.95 -1.46 4.06
H 4.26 3.65 2.47
H 3.20 5.06 4.18
H 1.83 4.04 5.96
H 1.49 1.59 6.01
H 2.54 0.16 4.30
H 6.93 0.98 -0.03
H 9.26 1.79 0.16
H 10.08 2.73 2.30
H 8.58 2.83 4.26
H 6.26 2.01 4.09
H 4.56 -2.20 0.76
H 4.98 -4.48 1.64
H 5.35 -4.83 4.06
H 5.33 -2.90 5.60
H 4.96 -0.62 4.74
*
```

Results
Energy relative to the best compared isomer or geometry (same formula, charge and spin), kcal per mole: 13.5
LUMO, eV: -0.15
HOMO-LUMO gap, eV: 5.233

Löwdin atomic charge list, values in e, 4 entries: 0.75 -0.06 -0.28 -0.01

No. 5
Entry from the OMol25 dataset: a molecular structure, C5H11N2O at a distorted geometry (ωB97M-V/def2-TZVPD).

```
! RIJCOSX wB97M-V def2-TZVPD def2/J DEFGRID3
* xyz 1 1
C 1.69 0.39 0.04
C 0.56 -1.78 -0.10
C -0.27 0.52 -0.02
C -0.86 1.31 -1.11
C -0.75 0.80 1.41
N 1.79 -0.93 -0.10
N -0.54 -0.90 -0.43
O 2.39 1.29 0.26
H 0.77 -2.52 -0.76
H 0.62 -2.14 0.95
H -0.46 1.12 -2.01
H -0.63 2.43 -0.92
H -1.88 1.25 -1.31
H -1.86 0.63 1.65
H -0.76 1.91 1.64
H -0.22 0.18 2.09
H 2.56 -1.44 0.33
H -0.71 -0.96 -1.47
H -1.43 -1.15 -0.14
*
```

Results
Energy relative to the best compared isomer or geometry (same formula, charge and spin), kcal per mole: 74.9
LUMO, eV: -3.47
HOMO-LUMO gap, eV: 10.144

natural (NBO) atomic charge list, values in e, 4 entries: 0.76 -0.04 0.04 -0.68

No. 6
Entry from the OMol25 dataset: a gas-phase ion, C4H9N2 (charge +1) at a distorted geometry (ωB97M-V/def2-TZVPD).

```
! RIJCOSX wB97M-V def2-TZVPD def2/J DEFGRID3
* xyz 1 1
C -0.30 -0.52 1.00
C -0.94 -0.78 -0.48
C 2.22 0.59 0.86
C -1.62 0.24 -1.48
N -0.20 0.92 1.33
N 0.85 0.41 0.99
H -0.31 -1.11 1.93
H -1.77 -1.50 -0.28
H -0.97 0.99 -1.81
H -0.31 -1.48 -1.10
H 2.66 -0.44 0.73
H 2.62 1.14 1.66
H 2.60 1.10 -0.06
H -2.44 0.79 -0.92
H -2.09 -0.34 -2.36
*
```

Results
Structure (SMILES): CC[C@@H]1N=[N+]1C
Energy relative to the best compared isomer or geometry (same formula, charge and spin), kcal per mole: 120.3
LUMO, eV: -5.99
HOMO-LUMO gap, eV: 9.939

natural (NBO) atomic charge list, values in e, 4 entries: 0.09 -0.48 -0.49 -0.61

No. 7
Entry from the OMol25 dataset: 3 unconnected molecules or ions with the total composition C4H8O2 (ωB97M-V/def2-TZVPD).

```
! RIJCOSX wB97M-V def2-TZVPD def2/J DEFGRID3
* xyz 0 1
O -1.89 1.13 0.76
C -1.76 -0.07 0.64
C 0.89 -0.58 1.02
C 1.13 -1.23 -0.31
C 1.47 0.16 0.14
O -0.08 1.88 -1.31
H -0.75 1.80 -0.61
H -1.48 -0.55 -0.32
H -1.92 -0.76 1.48
H 0.54 -0.70 2.04
H 0.30 -1.40 -1.01
H 1.92 -1.97 -0.41
H 1.93 1.09 -0.16
H -0.30 1.20 -1.95
*
```

Results
Structure (SMILES): C1=CC1.C=O.O
Energy relative to the best compared isomer or geometry (same formula, charge and spin), kcal per mole: 101.3
LUMO, eV: 0.38
HOMO-LUMO gap, eV: 9.896

natural (NBO) atomic charge list, values in e, 4 entries: -0.54 0.29 -0.25 -0.44

No. 8
Entry from the OMol25 dataset: a molecular structure, C26H27FN3O2RuS (ωB97M-V/def2-TZVPD).

```
! RIJCOSX wB97M-V def2-TZVPD def2/J DEFGRID3
* xyz 1 5
Ru -0.18 1.22 -0.33
N -0.52 4.86 1.71
C -1.88 4.56 1.83
C -2.95 5.25 2.38
C -4.17 4.62 2.33
C -4.33 3.35 1.76
C -3.27 2.67 1.21
C -2.03 3.30 1.26
N -0.77 2.89 0.81
C 0.08 3.84 1.10
C 1.49 3.66 0.77
C 2.55 4.49 0.85
S 3.94 3.69 0.26
C 3.02 2.29 -0.06
N 1.77 2.41 0.26
H -0.07 5.70 2.03
H -2.83 6.23 2.83
H -5.04 5.12 2.75
H -5.32 2.90 1.74
H -3.37 1.69 0.77
H 2.60 5.51 1.20
H 3.44 1.39 -0.49
C 0.02 -1.31 4.39
C -1.05 -1.48 3.29
C -2.43 -1.08 3.83
C -1.07 -2.94 2.81
C -0.71 -0.61 2.17
C -0.43 0.12 1.22
H -0.23 -1.97 5.23
H 0.04 -0.28 4.75
H 1.01 -1.58 4.02
H -2.69 -1.72 4.68
H -3.20 -1.20 3.06
H -2.43 -0.04 4.17
H -1.31 -3.60 3.65
H -0.10 -3.24 2.40
H -1.83 -3.08 2.03
C 2.59 -5.07 -5.05
C 2.07 -3.91 -4.25
C 0.78 -3.91 -3.74
C 0.27 -2.85 -2.99
C -1.15 -2.97 -2.50
C 1.12 -1.75 -2.74
C 2.42 -1.71 -3.28
C 3.38 -0.55 -3.12
C 2.86 -2.79 -4.02
C 0.68 -0.68 -1.84
O 1.51 0.05 -1.20
O -0.55 -0.41 -1.61
H 1.87 -5.88 -5.10
H 3.51 -5.45 -4.61
H 2.83 -4.76 -6.07
H 0.13 -4.76 -3.93
H -1.59 -3.90 -2.88
H -1.77 -2.14 -2.82
H -1.20 -3.00 -1.41
H 4.02 -0.68 -2.24
H 2.87 0.41 -3.02
H 4.03 -0.50 -4.00
H 3.86 -2.76 -4.45
F -0.30 2.36 -1.84
*
```

Results
LUMO (spin up / spin down), eV: -3.12 / -5.06
HOMO-LUMO gap (spin up / spin down), eV: 8.081 / 6.137

natural (NBO) atomic charge list, values in e, 4 entries: 1.60 -0.48 0.09 -0.21